C7H14N2 | ωB97M-V with the def2-TZVPD basis set

Each atom is followed by the atoms it is bonded to, with distances in Å.
Atoms and positions in Å:
1 C 0.25269 -1.96840 1.31899  C2 1.576, H8 1.051, H9 1.066, H10 1.170
2 C -1.26505 -1.70935 0.98226  C1 1.576, C3 1.507, H11 1.168, H12 1.079
3 C -1.42548 -0.39846 0.25536  C2 1.507, C4 1.422, N7 1.429
4 C -2.40600 0.61948 0.41431  C3 1.422, N5 1.438, H13 1.070
5 N -2.14191 1.59961 -0.60459  C4 1.438, C6 1.454, H14 1.023
6 C -1.27835 0.86459 -1.51399  N5 1.454, N7 1.296, H15 1.054
7 N -0.76912 -0.21060 -0.99953  C3 1.429, C6 1.296
8 H 0.79031 -1.06506 1.29979  C1 1.051
9 H 0.71227 -2.56673 0.56629  C1 1.066
10 H 0.29173 -2.61029 2.29607  C1 1.170
11 H -1.74444 -2.61045 0.41533  C2 1.168
12 H -1.93951 -1.88831 1.80548  C2 1.079
13 H -3.24004 0.87376 1.03381  C4 1.070
14 H -2.45734 2.57028 -0.53014  N5 1.023
15 H -1.03026 1.35525 -2.41287  C6 1.054
16 C 3.73217 0.85839 0.66076  C17 1.594, H18 1.045, H19 1.059, H20 1.061
17 C 3.55198 0.46614 -0.87405  C16 1.594, H21 1.108, H22 1.051, H23 1.129
18 H 4.15690 1.80980 0.74472  C16 1.045
19 H 2.83781 0.81827 1.22692  C16 1.059
20 H 4.40852 0.13597 1.04218  C16 1.061
21 H 3.92390 1.29532 -1.50706  C17 1.108
22 H 2.55230 0.22973 -1.09756  C17 1.051
23 H 4.14328 -0.46504 -1.11597  C17 1.129

## Properties
**Energy relative to the best compared isomer or geometry (same formula, charge and spin)**: 1.811 eV
**Multiplicity**: 1
**Kohn-Sham gap**: 9.36 eV
**HOMO energy**: -8.45 eV
**Largest force on an atom**: 3.999 eV Å⁻¹
**Structure (SMILES)**: CCc1c[nH]cn1.CC

---

C7H14N2 | ωB97M-V with the def2-TZVPD basis set

Each atom is followed by the atoms it is bonded to, with distances in Å.
Atoms and positions in Å:
1 C -0.54161 -1.55693 2.81144  C2 1.480, H7 1.099, H8 1.091, H9 1.090
2 C 0.49862 -0.98288 1.92836  C1 1.480, C3 1.361, N6 1.395
3 C 0.68216 0.26111 1.40850  C2 1.361, N4 1.367, H10 1.067
4 N 1.83649 0.23948 0.67708  C3 1.367, C5 1.363, H11 1.003
5 C 2.38261 -0.98925 0.90107  N4 1.363, N6 1.305, H12 1.068
6 N 1.66079 -1.72081 1.70591  C2 1.395, C5 1.305
7 H -1.11165 -2.30536 2.24354  C1 1.099
8 H -1.27717 -0.87212 3.23662  C1 1.091
9 H -0.17726 -2.09833 3.68480  C1 1.090
10 H -0.16827 0.90332 1.35981  C3 1.067
11 H 2.32632 0.96357 0.18442  N4 1.003
12 H 3.24484 -1.42617 0.44727  C5 1.068
13 C -1.09431 0.21186 -2.89947  C14 1.555, H16 1.089, H17 1.087, H18 1.090
14 C -0.28705 0.62060 -1.63541  C13 1.555, C15 1.538, H19 1.094, H20 1.099
15 C -1.01510 1.80466 -0.97718  C14 1.538, H21 1.087, H22 1.084, H23 1.090
16 H -0.48213 0.15334 -3.79790  C13 1.089
17 H -1.91915 0.89681 -3.07587  C13 1.087
18 H -1.56465 -0.75985 -2.75152  C13 1.090
19 H -0.11857 -0.31271 -1.08984  C14 1.094
20 H 0.76523 0.81791 -1.88240  C14 1.099
21 H -2.07782 1.57694 -0.97391  C15 1.087
22 H -0.77990 1.89444 0.07708  C15 1.084
23 H -0.78241 2.68038 -1.58243  C15 1.090

## Properties
**Energy relative to the best compared isomer or geometry (same formula, charge and spin)**: 0.915 eV
**Multiplicity**: 1
**Kohn-Sham gap**: 9.50 eV
**HOMO energy**: -8.61 eV
**Largest force on an atom**: 2.574 eV Å⁻¹
**Structure (SMILES)**: Cc1c[nH]cn1.CCC

---

C7H14N2O | ωB97M-V with the def2-TZVPD basis set

Each atom is followed by the atoms it is bonded to, with distances in Å.
Atoms and positions in Å:
1 C -2.32445 -1.45633 -1.09820  C2 1.205, H11 1.084
2 C -1.46311 -1.19146 -0.29765  C1 1.205, C3 1.431
3 C -0.28175 -1.00644 0.48776  C2 1.431, C4 1.622, C5 1.492, N6 1.522
4 C -1.08191 -0.28988 1.70303  C3 1.622, H12 1.100, H13 1.047, H14 1.039
5 C 0.46355 -2.25285 0.83149  C3 1.492, H15 1.094, H16 1.095, H17 1.052
6 N 0.53200 0.03057 -0.27346  C3 1.522, N7 1.415, C8 1.478
7 N 1.82377 0.39971 0.16932  N6 1.415, H18 1.066, H19 0.969
8 C -0.12200 1.30908 -0.62175  N6 1.478, C9 1.511, H20 1.051, H21 1.162
9 C 0.45755 1.87819 -1.89562  C8 1.511, O10 1.400, H22 1.166, H23 1.201
10 O -0.43373 2.81562 -2.43181  C9 1.400, H24 0.967
11 H -3.34302 -1.67868 -1.39430  C1 1.084
12 H -0.36362 -0.35219 2.53342  C4 1.100
13 H -1.37727 0.70958 1.60017  C4 1.047
14 H -1.94089 -0.74463 2.07081  C4 1.039
15 H -0.03668 -3.03483 0.25205  C5 1.094
16 H 1.46928 -1.98224 0.49219  C5 1.095
17 H 0.50732 -2.47219 1.85982  C5 1.052
18 H 1.76770 0.74448 1.17668  N7 1.066
19 H 2.43502 -0.35257 0.17866  N7 0.969
20 H -0.03978 2.05072 0.11900  C8 1.051
21 H -1.21568 1.22198 -1.00529  C8 1.162
22 H 0.62947 0.96449 -2.59994  C9 1.166
23 H 1.51973 2.37797 -1.64142  C9 1.201
24 H -0.30334 2.78253 -3.38907  O10 0.967

## Properties
**Energy relative to the best compared isomer or geometry (same formula, charge and spin)**: 5.291 eV
**Multiplicity**: 1
**Kohn-Sham gap**: 9.39 eV
**HOMO energy**: -8.50 eV
**Largest force on an atom**: 5.030 eV Å⁻¹
**Structure (SMILES)**: C#CC(C)(C)N(N)CCO

---

C7H14N2O | ωB97M-V with the def2-TZVPD basis set

Each atom is followed by the atoms it is bonded to, with distances in Å.
Atoms and positions in Å:
1 H 2.00172 2.50147 -0.34279  N2 1.094
2 N 1.50565 1.85541 0.38723  H1 1.094, C3 1.260
3 C 1.32272 0.79407 -0.26704  N2 1.260, O4 1.445, C5 1.529
4 O 1.85845 0.92280 -1.60340  C3 1.445, H12 0.964
5 C 0.78127 -0.55236 0.21421  C3 1.529, C6 1.529, N7 1.467, C8 1.533
6 C 0.70920 -0.55264 1.74136  C5 1.529, H13 1.098, H14 1.098, H15 1.095
7 N 1.67723 -1.63399 -0.20871  C5 1.467, H16 1.016, H17 1.016
8 C -0.59816 -0.88154 -0.36898  C5 1.533, C9 1.509, C10 1.506, H18 1.093
9 C -1.29657 -0.15854 -1.49495  C8 1.509, C10 1.507, H19 1.091, H20 1.092
10 C -1.89051 -0.15235 -0.11039  C8 1.506, C9 1.507, C11 1.510, H21 1.093
11 C -2.00961 1.12947 0.67926  C10 1.510, H22 1.097, H23 1.100, H24 1.100
12 H 1.80428 0.06301 -2.03671  O4 0.964
13 H 0.22521 -1.48263 2.06717  C6 1.098
14 H 1.71721 -0.50668 2.17553  C6 1.098
15 H 0.13948 0.30717 2.10991  C6 1.095
16 H 1.67059 -1.79593 -1.21170  N7 1.016
17 H 2.63551 -1.48877 0.09476  N7 1.016
18 H -0.71074 -1.96861 -0.39313  C8 1.093
19 H -1.76649 -0.75683 -2.27649  C9 1.091
20 H -0.88241 0.78981 -1.84207  C9 1.092
21 H -2.74138 -0.82448 0.02887  C10 1.093
22 H -1.17617 1.81599 0.48444  C11 1.097
23 H -2.94252 1.64770 0.41331  C11 1.100
24 H -2.03395 0.92847 1.76031  C11 1.100

## Properties
**Energy relative to the best compared isomer or geometry (same formula, charge and spin)**: 1.234 eV
**Multiplicity**: 1
**Kohn-Sham gap**: 10.50 eV
**HOMO energy**: -9.81 eV
**Largest force on an atom**: 2.662 eV Å⁻¹
**Structure (SMILES)**: [H]/N=C(\O)[C@](C)(N)[C@@H]1C[C@@H]1C

---

C7H14N2O2S | ωB97M-V with the def2-TZVPD basis set

Each atom is followed by the atoms it is bonded to, with distances in Å.
Atoms and positions in Å:
1 C -1.83009 -2.26890 0.89282  C2 1.521, H6 1.196, H7 1.085, H8 1.107
2 C -1.93650 -1.06505 -0.03073  C1 1.521, C3 1.568, C4 1.356
3 C -2.09749 -1.42969 -1.54755  C2 1.568, H9 1.111, H10 1.057, H11 1.067
4 C -1.65714 0.15824 0.48425  C2 1.356, N5 1.386, H12 1.136
5 N -1.67493 1.28408 -0.32365  C4 1.386, H13 1.044, H14 0.960
6 H -2.83729 -2.91224 0.92331  C1 1.196
7 H -1.83845 -1.93999 1.92646  C1 1.085
8 H -1.07946 -2.98266 0.50346  C1 1.107
9 H -2.66467 -0.66263 -2.11645  C3 1.111
10 H -2.50995 -2.37990 -1.75583  C3 1.057
11 H -1.18534 -1.45769 -2.10017  C3 1.067
12 H -1.59949 0.22698 1.61713  C4 1.136
13 H -2.12427 1.07678 -1.24264  N5 1.044
14 H -2.05900 2.03349 0.13767  N5 0.960
15 C 1.51932 2.39606 1.05360  C16 1.528, H19 1.182, H20 1.141, H21 1.175
16 C 1.63662 0.91970 0.67706  C15 1.528, N17 1.354, S18 1.640
17 N 1.28911 0.44923 -0.54407  C16 1.354, H22 0.996, H23 0.985
18 S 2.12888 -0.08358 1.87697  C16 1.640
19 H 1.91131 2.59923 2.15036  C15 1.182
20 H 0.43178 2.71724 0.92960  C15 1.141
21 H 2.16271 3.05495 0.32364  C15 1.175
22 H 1.38785 1.11833 -1.27497  N17 0.996
23 H 1.24823 -0.52997 -0.64198  N17 0.985
24 O 5.00726 0.85508 -0.40610  C25 1.138
25 C 4.44575 -0.11351 -0.60914  O24 1.138, O26 1.122
26 O 3.92526 -1.06358 -0.90306  C25 1.122

## Properties
**Energy relative to the best compared isomer or geometry (same formula, charge and spin)**: 0.684 eV
**Multiplicity**: 1
**Kohn-Sham gap**: 8.43 eV
**HOMO energy**: -7.91 eV
**Largest force on an atom**: 4.459 eV Å⁻¹
**Structure (SMILES)**: CC(C)=CN.CC(N)=S.O=C=O